{"formula": "C3H3NO4", "method": "ωB97M-V/def2-TZVPD", "multiplicity": 1, "homo_ev": -9.18, "smiles": "O=[N+]([O-])C1OC=CO1", "homo_lumo_gap_ha": 0.358, "e_tot_ev": -12834.5270, "de_lowest_kj_mol": 559.2, "elements": ["O", "N", "O", "C", "O", "C", "C", "O", "H", "H", "H"], "xyz": [[0.6795, 2.4636, -0.5295], [0.4258, 1.4281, -0.9994], [-0.1834, 1.1733, -1.9928], [0.7635, 0.0759, -0.2498], [-0.0936, -0.8931, -0.8018], [-0.9448, -1.1987, 0.2034], [-0.5104, -0.6874, 1.3476], [0.5795, 0.1643, 1.0689], [1.9865, -0.0713, -0.3651], [-1.7639, -1.8693, -0.0387], [-0.9387, -0.5853, 2.3571]]}

{"formula": "C3H3NOS", "method": "ωB97M-V/def2-TZVPD", "multiplicity": 1, "homo_ev": -8.94, "smiles": "C#CC(=O)NS", "homo_lumo_gap_ha": 0.349, "e_tot_ev": -17529.8453, "de_lowest_kj_mol": 202.1, "elements": ["C", "C", "C", "O", "N", "S", "H", "H", "H"], "xyz": [[-0.8545, -0.6927, 2.2457], [-0.4160, -0.4868, 1.1438], [-0.0715, -0.4286, -0.2559], [-0.2639, -1.3446, -1.0243], [0.4304, 0.7950, -0.5848], [0.9674, 1.1558, -2.1666], [-1.0737, -0.5182, 3.3023], [0.7728, 1.4882, 0.0756], [0.5090, 0.0319, -2.7359]]}